[1]
{
  "formula": "C28H78N2O12",
  "method": "ωB97M-V/def2-TZVPD",
  "elements": ["C", "O", "C", "C", "N", "C", "C", "O", "C", "H", "H", "H", "H", "H", "H", "H", "H", "H", "H", "H", "H", "H", "H", "H", "C", "O", "C", "C", "N", "C", "C", "O", "C", "H", "H", "H", "H", "H", "H", "H", "H", "H", "H", "H", "H", "H", "H", "H", "C", "C", "C", "O", "H", "H", "H", "H", "H", "H", "H", "H", "C", "C", "C", "O", "H", "H", "H", "H", "H", "H", "H", "H", "C", "C", "C", "O", "H", "H", "H", "H", "H", "H", "H", "H", "C", "C", "C", "O", "H", "H", "H", "H", "H", "H", "H", "H", "C", "O", "H", "H", "H", "H", "C", "O", "H", "H", "H", "H", "C", "O", "H", "H", "H", "H", "C", "O", "H", "H", "H", "H"],
  "positions_angstrom": [[1.798830, 1.456307, 2.556551], [0.987610, 1.506604, 1.393434], [1.392723, 2.360915, 0.343640], [0.161707, 2.517123, -0.525876], [-0.069389, 1.351529, -1.377430], [-1.475398, 1.235378, -1.796775], [-1.675740, 0.247128, -2.927300], [-1.460756, -1.103258, -2.533375], [-2.244896, -1.537853, -1.425135], [1.237542, 0.885195, 3.289379], [2.011542, 2.481442, 2.878138], [2.731404, 0.935886, 2.336179], [2.234224, 1.918560, -0.204499], [1.760325, 3.315796, 0.737612], [0.121850, 3.473799, -1.053202], [-0.714460, 2.603665, 0.135914], [0.014746, 0.532576, -0.775610], [-1.760392, 2.229476, -2.153466], [-2.077436, 0.947200, -0.930367], [-1.068563, 0.563944, -3.775898], [-2.728998, 0.300156, -3.239817], [-1.829982, -1.095030, -0.518719], [-2.204256, -2.619672, -1.343295], [-3.290803, -1.236546, -1.533293], [-1.186251, -0.040350, 3.358081], [-0.711515, -1.365105, 3.542778], [-0.365686, -1.629032, 4.896101], [0.418246, -2.902926, 5.146979], [1.614769, -2.971792, 4.307403], [2.332703, -4.253531, 4.360453], [3.179224, -4.384939, 5.608817], [3.956115, -5.553835, 5.520541], [4.996349, -5.581041, 6.463040], [-0.840441, 0.250126, 2.364639], [-0.803532, 0.678001, 4.085871], [-2.277069, 0.022714, 3.391623], [-1.312631, -1.798695, 5.428737], [0.150998, -0.778456, 5.343525], [-0.245438, -3.747567, 4.905301], [0.565916, -2.929941, 6.227166], [1.241585, -2.945663, 3.359529], [2.994584, -4.281713, 3.495250], [1.554205, -5.026673, 4.311123], [2.549663, -4.323750, 6.507320], [3.844877, -3.514346, 5.675949], [4.683404, -5.277703, 7.466386], [5.878386, -4.965363, 6.246374], [5.378550, -6.600737, 6.486229], [4.954745, 0.614214, 5.613611], [3.828749, -0.405764, 5.643476], [2.729685, -0.165554, 6.660045], [3.291498, -0.401961, 4.337228], [4.576117, 1.629955, 5.473262], [5.610943, 0.306268, 4.804794], [5.412051, 0.658970, 6.606131], [4.289986, -1.374141, 5.895487], [2.079883, -1.041569, 6.716377], [2.160384, 0.724642, 6.393884], [3.110816, -0.161931, 7.687260], [2.797468, -1.218875, 4.110186], [-3.045643, 1.931205, -5.886131], [-2.931958, 3.033530, -4.825860], [-1.787377, 3.998355, -5.134866], [-4.161466, 3.783618, -4.973606], [-2.064046, 1.535207, -6.161559], [-3.484682, 2.276028, -6.826706], [-3.700585, 1.117421, -5.570594], [-2.876909, 2.556213, -3.852876], [-1.870691, 4.505009, -6.092861], [-0.840673, 3.481366, -4.950405], [-1.785481, 4.764525, -4.352436], [-4.173756, 4.051203, -5.896785], [-4.296111, -3.462095, -4.443140], [-3.486825, -2.884555, -5.550368], [-3.115687, -3.858162, -6.685721], [-4.194037, -1.779879, -6.152345], [-5.183527, -3.957996, -4.844483], [-4.605344, -2.643003, -3.788420], [-3.766289, -4.213152, -3.854670], [-2.549820, -2.380148, -5.279080], [-4.023593, -3.991151, -7.272656], [-2.650720, -4.738340, -6.247904], [-2.366517, -3.350550, -7.292116], [-4.762096, -1.324138, -5.528085], [-4.285390, 3.936059, -1.461069], [-5.729002, 4.395783, -1.812899], [-5.813436, 5.903125, -2.045229], [-6.039353, 3.661014, -2.999266], [-3.561150, 4.258380, -2.211183], [-4.208557, 2.849308, -1.481231], [-4.020701, 4.330191, -0.475630], [-6.433742, 4.079974, -1.047743], [-6.815022, 6.298342, -2.199114], [-5.258877, 6.195029, -2.944817], [-5.251380, 6.450105, -1.283268], [-5.385239, 3.811892, -3.713854], [5.091073, -0.047634, 1.059164], [6.070940, 0.170679, 0.028456], [5.222841, 0.762092, 1.781971], [4.057046, -0.065987, 0.703414], [5.253731, -0.988122, 1.581910], [5.848557, 1.064436, -0.253972], [2.653564, 2.954451, -3.047662], [1.291954, 2.880296, -3.468302], [2.962396, 2.004460, -2.611684], [3.361772, 3.237323, -3.825491], [2.693303, 3.781426, -2.328442], [0.851959, 2.265509, -2.852982], [2.071883, -0.956382, -2.834338], [1.381068, -1.995974, -2.162420], [1.336346, -0.206403, -3.121621], [2.847578, -0.572993, -2.164818], [2.598847, -1.304521, -3.728831], [0.423505, -1.896764, -2.231496], [2.043244, -2.351304, 1.331128], [0.799820, -2.979997, 1.544600], [2.284189, -1.645632, 2.128755], [2.850844, -3.071863, 1.208918], [2.062771, -1.769558, 0.404895], [0.175683, -2.399504, 2.000078]],
  "forces_ev_per_a": [[0.2, 0.1, -1.0], [-0.4, -0.2, 0.1], [0.0, -0.2, 0.2], [-1.0, 0.3, 0.6], [-0.1, -0.6, -0.2], [0.5, 0.7, -0.2], [-1.1, 0.1, 0.7], [0.6, -0.4, -0.4], [0.2, 0.6, -0.2], [0.2, 0.2, 0.1], [0.0, -0.1, 0.3], [0.1, 0.1, 0.2], [-0.1, -0.1, -0.2], [-0.3, 0.1, 0.0], [0.5, -0.3, -0.6], [0.3, 0.1, 0.4], [0.9, 0.1, -0.1], [-0.3, -0.1, 0.1], [-0.3, 0.4, -0.1], [0.3, -0.7, 0.0], [0.0, 0.2, -0.1], [-0.2, -0.2, 0.3], [0.2, 0.0, -0.2], [0.0, 0.1, 0.0], [-0.1, 0.0, -0.7], [0.8, -0.1, 0.3], [-0.9, -0.3, 0.7], [-0.4, -0.2, -1.1], [0.2, 0.4, 0.4], [-0.6, 0.4, 0.2], [0.1, 0.7, -0.2], [-0.1, 0.1, 0.2], [0.6, -0.5, 0.4], [-0.2, 0.2, 0.1], [0.2, -0.2, 0.1], [-0.1, -0.2, 0.1], [0.1, 0.4, 0.3], [0.1, 0.1, -0.2], [0.0, -0.1, 0.1], [0.5, 0.0, 0.0], [0.2, 0.0, 0.3], [-0.1, -0.3, -0.1], [0.5, -0.5, -0.1], [0.1, -0.5, 0.1], [0.0, 0.1, -0.2], [-0.3, -0.2, 0.0], [-0.3, 0.4, -0.5], [-0.2, -0.1, 0.2], [-0.7, 0.1, 0.8], [0.1, -0.3, 0.1], [0.1, -0.5, 0.5], [-0.2, -0.3, -0.8], [-0.1, -0.1, -0.4], [0.4, 0.3, 0.2], [0.5, -0.3, -0.3], [-0.1, 0.0, -0.3], [-0.3, 0.1, -0.5], [0.0, 0.0, 0.3], [0.2, 0.7, -0.1], [0.1, 0.1, 0.8], [0.5, -0.5, -0.1], [-0.5, 0.3, -2.7], [0.3, -0.4, 2.0], [0.1, 0.0, 0.9], [-0.1, -0.2, 0.2], [0.1, 0.4, 0.1], [0.2, 0.0, 0.1], [-0.2, 0.5, 0.2], [0.1, -0.4, -0.2], [0.1, 0.1, -0.7], [-0.2, 0.2, -0.2], [-0.2, 0.1, 0.0], [-0.2, -0.3, 0.5], [0.9, 1.1, -1.2], [-0.2, 1.3, 0.7], [-0.4, -0.2, -0.8], [-0.1, 0.2, 0.0], [-0.1, -0.2, 0.2], [0.2, 0.1, 0.0], [0.0, -0.7, 0.9], [0.2, -0.6, -0.1], [-0.3, -0.3, -0.2], [-0.1, -0.1, -0.2], [0.0, -0.2, 0.3], [-0.6, 0.5, 0.6], [1.6, -0.5, -1.5], [0.9, 0.3, -0.3], [-0.9, 0.0, 0.0], [-0.1, 0.5, 0.0], [-0.3, -0.1, 0.3], [0.4, -0.2, -0.1], [0.0, -0.1, 0.0], [-0.1, -0.2, 0.4], [0.0, -0.4, -0.2], [-0.5, 0.0, 0.4], [-0.2, 0.2, 0.5], [0.4, 0.3, 0.3], [-0.9, -0.1, 0.3], [-0.4, -0.1, 0.3], [0.1, 0.1, -0.3], [0.3, -0.1, -0.2], [0.4, -0.1, -0.4], [-0.6, 0.6, 0.5], [0.3, -0.2, -0.5], [0.2, 0.1, 0.1], [-0.4, -0.2, -0.5], [0.4, -0.3, 0.4], [0.1, -0.1, -0.1], [-0.4, -0.2, 0.0], [0.3, -0.6, 0.3], [0.4, 0.4, 0.0], [-0.2, 0.3, 0.0], [-0.2, -0.2, 0.0], [0.1, 0.3, -0.3], [0.3, 1.1, -0.6], [-0.2, -0.6, -0.1], [0.1, -0.1, 0.1], [-0.2, -0.3, 0.3], [-0.3, 0.0, -0.1], [0.1, 0.4, -0.2]],
  "multiplicity": 1,
  "relative_energy_kcal_mol": 17.5,
  "mol_weight_g_mol": 634.93,
  "orbital_gap_ev": 9.8,
  "e_lumo_ev": 0.501
}


[2]
{
  "formula": "C9H8NO3S",
  "method": "ωB97M-V/def2-TZVPD",
  "elements": ["C", "S", "C", "C", "O", "O", "N", "C", "C", "C", "C", "C", "C", "O", "H", "H", "H", "H", "H", "H", "H", "H"],
  "positions_angstrom": [[1.808639, -0.693954, 1.911151], [0.227421, -0.666909, 2.830061], [-0.919708, -0.471846, 1.480299], [-2.447382, -0.751007, 1.951127], [-2.775703, -0.294320, 3.027941], [-3.037997, -1.430074, 1.106688], [-0.607218, -1.205972, 0.318317], [-0.168931, -0.336883, -0.686236], [0.308771, -0.644744, -1.939127], [0.695962, 0.398450, -2.776921], [0.589565, 1.711026, -2.360941], [0.106037, 2.030512, -1.096153], [-0.260118, 1.001699, -0.248093], [-0.726032, 1.128464, 0.985904], [2.589451, -0.849559, 2.648822], [1.950640, 0.256750, 1.403978], [1.791680, -1.511192, 1.193631], [-1.459859, -1.740222, 0.082877], [0.372326, -1.673579, -2.260935], [1.073203, 0.176945, -3.766506], [0.882712, 2.510021, -3.028896], [0.006540, 3.056394, -0.776986]],
  "forces_ev_per_a": [[-0.7, 0.0, 0.2], [0.3, 0.1, 0.1], [-0.1, 1.6, 0.1], [1.2, 0.1, -0.6], [-0.2, 0.5, 1.0], [-0.7, -0.5, -0.5], [-0.2, -0.4, -0.5], [0.2, 0.4, 0.0], [-0.1, 0.0, 0.2], [0.0, 0.0, -0.3], [0.1, 0.1, -0.1], [-0.1, 0.0, 0.2], [0.0, -0.4, -0.4], [-0.4, -1.9, 0.8], [0.1, 0.0, 0.0], [0.1, 0.0, 0.0], [0.1, 0.0, 0.0], [0.1, 0.3, 0.1], [0.0, -0.1, 0.0], [0.0, 0.0, 0.0], [0.0, 0.0, 0.0], [0.0, 0.1, 0.1]],
  "multiplicity": 1,
  "charge": -1,
  "relative_energy_kcal_mol": 0.0,
  "mol_weight_g_mol": 210.23,
  "orbital_gap_ev": 7.6,
  "e_lumo_ev": 3.216
}


[3]
{
  "formula": "C21H42BO8P",
  "method": "ωB97M-V/def2-TZVPD",
  "elements": ["C", "C", "C", "C", "C", "C", "C", "P", "B", "O", "O", "C", "C", "H", "H", "H", "H", "H", "H", "H", "H", "H", "H", "H", "H", "H", "H", "H", "H", "H", "H", "H", "H", "H", "H", "H", "H", "O", "C", "C", "C", "C", "O", "H", "H", "H", "H", "H", "H", "O", "C", "C", "C", "C", "O", "H", "H", "H", "H", "H", "H", "O", "C", "C", "C", "C", "O", "H", "H", "H", "H", "H", "H"],
  "positions_angstrom": [[0.868049, 3.038629, -1.542059], [0.587751, 1.565391, -1.828149], [-0.645023, 1.053380, -1.075869], [-0.696819, -0.480612, -0.938121], [-0.806816, -0.929012, 0.523279], [-0.917999, -2.463684, 0.653290], [0.060136, -3.127892, 1.638784], [0.439649, -2.166749, 3.233223], [0.830495, -1.222378, 4.962909], [-0.232830, -0.657965, 5.631347], [2.056958, -1.166871, 5.568452], [3.227867, -1.293179, 4.759303], [3.460515, -0.051544, 3.918700], [-0.057630, 3.611153, -1.616881], [1.256080, 3.181141, -0.527900], [1.580899, 3.469251, -2.245657], [0.434468, 1.450769, -2.905355], [1.458739, 0.953934, -1.566595], [-1.538261, 1.408870, -1.598044], [-0.633201, 1.498211, -0.073900], [0.250393, -0.884193, -1.312764], [-1.510325, -0.913236, -1.524715], [0.085856, -0.551938, 1.026500], [-1.680921, -0.451746, 0.976104], [-1.936442, -2.746989, 0.927123], [-0.742631, -2.896076, -0.334400], [1.021407, -3.349449, 1.155737], [-0.346042, -4.092664, 1.971448], [0.883561, -3.403695, 3.846070], [1.341674, -1.316608, 2.485745], [-0.961126, -1.865998, 3.392974], [-0.132835, -0.701144, 6.594255], [3.186957, -2.193447, 4.136427], [4.066204, -1.437031, 5.442221], [3.252495, 0.850072, 4.494912], [2.881287, -0.055018, 2.993461], [4.512797, -0.014010, 3.629271], [-0.509324, 4.812617, -3.883964], [-1.635439, 4.417800, -3.925996], [-2.924568, 5.201897, -3.763050], [-3.957663, 4.109583, -3.497647], [-3.349169, 2.920848, -4.235306], [-1.928022, 3.111727, -4.147150], [-3.113102, 5.736340, -4.696158], [-2.822739, 5.924290, -2.958014], [-4.962898, 4.348717, -3.837340], [-4.001757, 3.895749, -2.428927], [-3.627329, 2.903363, -5.291413], [-3.588656, 1.957642, -3.791700], [-2.618295, -4.010712, -3.219456], [-3.085077, -4.661820, -2.333830], [-4.100899, -5.787120, -2.422477], [-4.587998, -5.922576, -0.982233], [-3.366782, -5.453054, -0.197377], [-2.730259, -4.478542, -1.038208], [-3.581171, -6.681461, -2.771544], [-4.879776, -5.532104, -3.135528], [-4.907782, -6.925037, -0.706735], [-5.421506, -5.240645, -0.809177], [-2.656661, -6.262332, -0.013181], [-3.610418, -4.975754, 0.748843], [5.878199, 2.242132, 2.975196], [5.378282, 2.447286, 1.908698], [5.162806, 3.787708, 1.229814], [4.141369, 3.458323, 0.144241], [4.456733, 1.994741, -0.140670], [4.922943, 1.453285, 1.110797], [6.119680, 4.114555, 0.818526], [4.818032, 4.520641, 1.953635], [4.205387, 4.083764, -0.743195], [3.131481, 3.545744, 0.546587], [5.253655, 1.879606, -0.878377], [3.593389, 1.415124, -0.458809]],
  "forces_ev_per_a": [[-0.1, -0.1, 0.2], [-0.1, 0.2, -0.1], [0.2, -0.2, -0.1], [0.2, 0.2, 0.3], [-0.1, -0.1, -0.4], [0.3, 0.0, 0.1], [-0.1, -0.1, 0.0], [-0.1, 0.1, -0.1], [0.0, 0.4, 0.0], [-0.2, -0.8, 0.3], [-0.1, -0.1, -0.1], [0.2, 0.0, 0.1], [0.4, -0.2, -0.1], [0.1, 0.1, -0.1], [-0.1, -0.1, -0.1], [0.0, 0.0, 0.0], [0.0, -0.1, 0.0], [0.0, 0.0, 0.0], [0.0, 0.1, 0.2], [-0.1, 0.0, 0.0], [-0.2, -0.2, -0.2], [0.1, 0.0, 0.0], [-0.1, 0.1, 0.1], [0.1, 0.1, 0.1], [0.0, 0.1, 0.0], [-0.2, -0.1, 0.0], [0.0, 0.1, 0.1], [0.0, 0.0, -0.1], [0.1, 0.0, 0.0], [0.1, -0.1, 0.1], [0.0, 0.0, 0.0], [0.2, 0.4, -0.2], [-0.1, 0.0, 0.0], [-0.1, 0.0, 0.1], [-0.1, 0.0, 0.0], [-0.1, 0.1, 0.1], [0.0, 0.1, -0.1], [0.0, 0.1, 0.0], [0.0, 0.0, -0.1], [-0.1, -0.2, 0.1], [0.0, 0.0, 0.0], [-0.1, 0.0, 0.0], [0.0, 0.0, 0.0], [0.0, 0.0, 0.0], [0.0, 0.1, -0.1], [0.0, 0.0, 0.0], [0.0, 0.0, 0.0], [0.0, 0.0, 0.0], [0.0, 0.0, 0.0], [0.0, 0.0, 0.0], [0.1, -0.1, 0.0], [-0.1, 0.1, 0.2], [0.0, 0.0, -0.1], [0.0, 0.0, 0.0], [-0.1, 0.0, 0.0], [0.0, 0.0, 0.0], [0.1, 0.0, -0.1], [0.0, 0.0, 0.0], [0.0, 0.0, 0.0], [0.0, 0.0, 0.0], [0.0, 0.0, 0.0], [0.0, -0.1, 0.0], [0.1, 0.2, 0.1], [-0.3, -0.1, -0.1], [0.0, 0.0, 0.1], [0.0, 0.0, -0.1], [0.0, 0.0, 0.0], [0.0, 0.0, 0.0], [0.1, 0.0, 0.0], [0.0, 0.0, 0.0], [0.0, 0.0, 0.0], [0.0, 0.0, 0.0], [0.0, 0.0, 0.0]],
  "multiplicity": 1,
  "relative_energy_kcal_mol": 0.0,
  "mol_weight_g_mol": 464.34,
  "orbital_gap_ev": 7.7,
  "e_lumo_ev": 0.664
}